Record 1
40
Properties=species:S:1:pos:R:3 method="wB97M-V/def2-TZVPD" e_above_lowest_ev=0.338 charge=+2 homo_ev="-14.66 / -15.67" spin_multiplicity=5
Ru -0.93906 1.08424 1.82872
Cl 0.08362 -0.44333 3.05406
P 0.69110 2.05011 0.77438
N 1.24326 -2.83357 -0.38378
C -0.68118 2.67355 -0.36944
C 1.36772 -1.95404 -1.50636
C -1.39004 1.41547 -0.82738
C 2.24491 -2.65145 0.65594
C -1.17676 0.23211 -0.09422
C 1.31258 3.35415 1.81907
C 2.05633 1.74613 -0.37646
C -2.28106 1.40399 -1.90397
C -0.05310 -3.23376 0.10537
C -2.91575 0.21007 -2.23398
C -2.60259 -0.96760 -1.55866
C -1.37337 -2.36970 0.12707
C -1.64409 -1.02653 -0.52917
H 0.11281 -3.49535 1.16314
H -0.83222 2.21281 3.10750
H -0.17300 3.23860 -1.15642
H 2.07394 -1.14677 -1.22824
H -3.65598 0.19050 -3.03666
H -3.12473 -1.89993 -1.78821
H -0.31414 -4.18137 -0.41080
H -2.44796 2.34879 -2.41921
H 0.64169 3.46159 2.67762
H 2.38742 2.72359 -0.75991
H -1.60937 2.07769 3.08695
H 1.81046 -2.48390 -2.37252
H -2.09756 -3.08326 -0.30260
H 0.39074 -1.53491 -1.77288
H -1.30279 3.33747 0.25853
H 2.95036 -3.49803 0.68977
H -1.63104 -2.27228 1.19078
H 2.28628 3.00577 2.19244
H 2.86319 1.25474 0.18523
H 1.75189 1.10632 -1.21172
H 2.83006 -1.74319 0.47192
H 1.73000 -2.57224 1.63118
H 1.41744 4.26353 1.22292

***

Record 2
11
Properties=species:S:1:pos:R:3 method="wB97M-V/def2-TZVPD" e_above_lowest_ev=2.464 smiles="CNC(=O)C=O" charge=0 homo_ev=-9.06 spin_multiplicity=1
O 0.60904 -1.15666 -1.40421
O -0.20186 2.47934 -0.99454
N -0.10361 0.06198 0.40164
C -0.21002 -0.97829 1.38620
C 0.26791 -0.11088 -0.85560
C 0.16379 1.50667 -1.60040
H -1.23812 -1.05521 1.75045
H 0.46116 -0.78086 2.22618
H 0.07521 -1.91625 0.90640
H 0.51845 0.92916 -2.42666
H -0.34194 1.02099 0.61055

***

Record 3
101
Properties=species:S:1:pos:R:3 method="wB97M-V/def2-TZVPD" e_above_lowest_ev=0.829 charge=0 homo_ev="-7.77 / -7.88" spin_multiplicity=2
Re -1.13556 0.16560 0.76268
Si -3.59845 1.15933 -0.87552
F -0.41911 0.36747 3.89908
F -1.44260 -1.53575 3.27224
N -2.55798 1.47192 0.57759
N 0.36423 1.66397 1.06435
N 0.85221 -1.14585 2.29408
N -5.56534 -2.87879 -1.93238
N -3.93951 -5.42799 1.43050
N 1.94125 -0.14305 -0.43427
N 2.63163 -0.27546 0.72091
N 1.30705 1.38984 2.01490
N -2.43062 -1.34618 0.57068
N 0.24253 -1.51162 1.08187
C -2.26830 2.61803 2.72805
C -4.00954 3.34542 1.27096
C -1.46542 -4.74766 -2.34944
C -4.35590 4.33282 2.17656
C -1.02053 4.86044 -0.02683
C -4.01035 -4.44577 0.83400
C -0.87448 -4.76883 -0.02315
C -4.90216 -3.05830 -1.00829
C -3.85754 2.61529 -2.04441
C -2.94356 2.47384 1.51631
C 3.94591 -0.50722 0.46559
C -4.05352 -3.23129 0.11194
C 2.35943 -0.23625 -2.81455
C 0.26543 -2.81933 0.99141
C -3.16250 -2.23593 0.39066
C -2.71660 -0.00811 -2.05491
C -3.64851 4.48754 3.35838
C -2.60566 3.61547 3.62674
C 4.10324 -0.53743 -0.89994
C 3.24715 -0.42332 -3.86961
C 1.24485 -2.32775 2.93064
C -0.11978 3.16823 -1.48528
C 2.83090 2.57420 3.58324
C -0.33512 3.66250 -0.20065
C -0.27564 -2.88471 -1.41181
C -1.46292 -5.38258 -1.11697
C 1.01978 0.01227 -3.10414
C 1.46882 -0.11331 -5.45977
C 2.81004 -0.30291 -1.41508
C 1.88851 -2.29252 4.26584
C 4.97065 -0.69125 1.53124
C -0.86474 -3.50226 -2.49948
C -1.48599 5.55720 -1.13077
C 0.32922 2.99718 0.92613
C -0.29421 -3.51230 -0.16694
C -5.23574 0.50262 -0.27337
C 1.17783 3.58657 1.86045
C -0.56726 3.87912 -2.58512
C 2.80444 -0.36102 -5.18196
C -1.25163 5.07346 -2.40983
C 0.57525 0.07256 -4.41278
C 0.88470 -3.37250 2.14922
C 1.79354 2.53317 2.51580
B -0.73440 -0.45525 2.86338
B 1.95564 0.00088 2.06082
H -5.80029 0.08158 -1.10372
H 1.04468 -4.41610 2.34672
H -1.78340 0.44341 -2.40230
H -3.37113 -0.06451 -2.92771
H -2.04725 3.69572 4.54995
H 5.09907 0.21071 2.12909
H 0.21164 -1.92461 -1.51788
H 1.88973 -3.28861 4.70083
H 2.74184 -0.06313 2.95081
H -1.46132 1.95514 2.97937
H -1.60137 5.62736 -3.26950
H -3.00856 2.69019 -2.71803
H -5.18992 4.98365 1.95017
H -0.91449 -5.24298 0.94758
H -4.01946 3.60208 -1.63152
H -0.37134 3.50434 -3.58056
H 5.92772 -0.93082 1.07325
H 3.76174 2.11207 3.25917
H -4.72957 2.35866 -2.64990
H 0.45336 2.25860 -1.61318
H -2.51679 -1.02573 -1.73892
H 2.48589 2.04564 4.47192
H -5.10532 -0.28063 0.47136
H -1.20163 5.23245 0.97380
H -5.83557 1.28942 0.18350
H -1.94650 -6.34201 -0.99628
H 2.91595 -1.93411 4.19790
H 3.03536 3.60869 3.85035
H 5.01840 -0.70945 -1.43412
H -2.02659 6.48374 -0.99188
H 0.32844 0.15379 -2.28190
H -0.85581 -3.01399 -3.46441
H -3.91810 5.26010 4.06510
H 4.29040 -0.62080 -3.66718
H -0.47072 0.26109 -4.61754
H -1.94261 -5.22033 -3.19685
H 3.50678 -0.50909 -5.99104
H 1.37886 4.63393 1.98050
H -4.58985 3.26132 0.37478
H 1.34296 -1.61786 4.92485
H 1.12492 -0.06692 -6.48368
H 4.70665 -1.50352 2.20852

***

| no. | molar mass (g/mol) |
| --- | --- |
| 1 | 360.8 |
| 2 | 87.1 |
| 3 | 972.8 |